(1)
C12H11BrNP | the ωB97M-V functional and the def2-TZVPD basis

* orbital gap (spin up / spin down): 6.49 / 7.81 eV
* LUMO level (spin up / spin down): -0.913 / -1.202 eV
* ΔE to the lowest compared entry with this formula, charge and spin: 233.81 kJ/mol
* multiplicity: 1
* highest occupied orbital energy (spin up / spin down): -0.272 / -0.331 Ha

Geometry as XYZ:
```
26
Properties=species:S:1:pos:R:3:forces:R:3:lowdin_charge:R:1
C -3.8218 -0.3236 -0.5721 1.7957 0.4882 -0.4261 -0.09
C 3.6543 1.1116 -1.1329 0.6159 -0.7335 -0.0240 -0.08
C -2.5937 -0.2452 -1.2350 -1.9943 -2.5719 -4.1418 -0.14
C -3.7565 -0.1624 0.7786 -0.2609 0.4082 1.6197 -0.11
C 3.5485 -0.1190 -0.4592 4.0334 2.1554 -2.0916 -0.10
C 2.7408 2.1082 -0.9938 0.4624 1.6170 -1.3230 -0.11
C -1.4319 -0.0593 -0.6035 4.0152 -0.5833 -1.8227 -0.19
C -2.5709 0.0458 1.5025 1.1169 0.0133 -0.7981 -0.09
C 2.5612 -0.2301 0.3800 -3.3578 -1.9927 2.5959 -0.19
C 1.5512 1.8519 -0.3857 1.2021 -3.2593 2.0634 -0.08
C -1.3333 0.1227 0.7705 -2.2384 -0.0250 0.2256 -0.57
C 1.4673 0.6477 0.3702 -0.7676 0.2537 0.3478 -0.41
N 0.3483 -2.8338 1.0422 1.2512 0.2966 -0.1009 -0.51
P 0.1563 0.2128 1.6331 1.7911 0.4836 0.2721 1.06
Br -1.1874 -3.4896 0.4401 -0.8513 -0.1975 -0.1593 0.62
H -4.7259 -0.5248 -1.0981 -0.5073 -0.0767 -0.1511 0.10
H 4.4900 1.3918 -1.7096 1.2274 -0.2222 -0.4909 0.09
H -2.5684 -0.7000 -2.3507 0.0011 1.6405 2.4849 0.16
H -4.7040 -0.1774 1.2663 -0.4106 -0.1223 0.8232 0.09
H 4.4390 -0.7307 -0.3182 -0.3068 -0.2156 -0.6639 0.12
H 3.0362 3.1212 -1.3733 -0.7137 -1.0414 0.1835 0.13
H -0.4581 -0.2634 -1.2714 -2.1088 0.8525 1.8194 0.16
H -2.4893 0.1108 2.6029 -0.5403 0.0290 -0.7283 0.10
H 2.6214 -1.1272 1.0235 -0.6763 0.6794 -0.0674 0.10
H 0.8704 2.5718 -0.1989 -2.3954 2.2577 0.1573 0.07
H 0.1562 -2.3096 1.8922 -0.3826 -0.1335 0.3962 -0.13
```
Forces are in eV/Å.

=====

(2)
C9H14 | the ωB97M-V functional and the def2-TZVPD basis

* structure (SMILES): Cc1ccccc1.CC
* orbital gap: 10.04 eV
* LUMO level: 1.021 eV
* ΔE to the lowest compared entry with this formula, charge and spin: 43.20 kJ/mol
* multiplicity: 1
* highest occupied orbital energy: -0.331 Ha

Geometry as XYZ:
```
23
Properties=species:S:1:pos:R:3:forces:R:3:lowdin_charge:R:1
C -1.8146 -2.6210 0.7501 -0.2415 -0.5009 -0.6185 -0.06
C -0.6784 -1.8127 0.2180 0.8013 1.0860 0.2305 -0.28
C -0.2097 -1.7719 -1.0958 -0.4723 -0.4682 -0.4273 -0.06
C 0.8082 -0.9303 -1.5029 0.4881 0.3371 0.2413 -0.10
C 1.4636 -0.1194 -0.5882 0.2152 0.1492 0.7963 -0.12
C 1.0299 -0.1097 0.7329 -0.3881 -0.6816 -0.6843 -0.09
C -0.0546 -0.9120 1.0821 0.2428 0.5620 0.7117 -0.06
H -1.8684 -2.5487 1.8303 -0.1468 0.1918 0.0905 0.07
H -1.7389 -3.6856 0.5187 0.1745 0.0259 -0.1242 0.08
H -2.7421 -2.2840 0.2854 -0.1659 0.0243 0.2345 0.08
H -0.6440 -2.3763 -1.8844 -0.2200 -0.2218 0.2233 0.11
H 1.1145 -0.9133 -2.5371 -0.0086 -0.0985 -0.1420 0.10
H 2.3111 0.5158 -0.8136 -0.0602 -0.1019 -0.4911 0.10
H 1.5282 0.4795 1.4889 -0.0718 0.1879 -0.0360 0.10
H -0.4238 -0.7359 2.0899 -0.1119 -0.5597 0.0096 0.11
C 0.2407 3.1302 -0.5473 1.5760 -0.2205 -0.6874 -0.19
C -0.3340 3.6504 0.7563 -1.3009 0.4563 -0.9211 -0.16
H 1.3309 3.0014 -0.4762 -0.1332 -0.3365 0.3875 0.06
H -0.1481 2.1876 -0.9229 -0.1929 -0.1041 0.2979 0.05
H 0.2496 3.8120 -1.4047 -0.8280 0.3348 0.3078 0.06
H 0.0249 3.1781 1.6628 0.4147 0.0811 -0.0056 0.06
H -0.2394 4.7358 0.7438 0.4060 0.0118 0.5982 0.06
H -1.4207 3.5129 0.7622 0.0234 -0.1545 0.0085 0.06
```
Forces are in eV/Å.